1.
A cluster of 12 separate species, H24O12 in total in a non-equilibrium geometry, computed with wB97M-V/def2-TZVPD.

The calculation puts the energy relative to the best compared isomer or geometry (same formula, charge and spin) at 5.7773 eV. As for the energy: -917.11305 hartree. As for the highest occupied orbital energy: -10.68 eV. Its net charge is 0.

```
36
Properties=species:S:1:pos:R:3:forces:R:3
O 2.706 2.583 0.982 -1.21 1.89 -1.00
H 3.345 3.301 0.694 -1.46 -1.25 0.38
H 1.750 2.847 0.699 3.12 -0.22 0.80
O 0.057 1.806 1.691 -3.30 3.85 -4.25
H 0.313 2.115 0.728 -0.98 -2.03 2.99
H 0.704 1.372 2.126 3.84 -2.03 1.45
O 1.490 -2.627 -2.719 3.10 -0.61 0.41
H 2.262 -2.845 -3.303 -0.58 0.12 1.25
H 0.868 -2.507 -3.382 -2.54 0.52 -1.70
O 1.450 -0.175 3.706 0.66 0.92 -1.39
H 1.312 -0.769 4.395 0.51 -2.17 1.94
H 0.610 0.239 3.798 -1.30 1.20 -0.54
O -0.292 0.921 -0.827 -2.91 1.06 -0.45
H -1.260 0.930 -1.169 2.66 -0.26 0.67
H 0.125 0.164 -1.210 0.31 -0.75 -0.66
O 2.034 0.716 -4.025 1.41 1.14 0.79
H 2.263 -0.206 -4.009 -0.10 -0.76 0.01
H 2.808 1.103 -3.529 -1.32 -0.38 -0.70
O -4.148 0.641 -0.097 -1.39 -0.25 -4.06
H -3.538 0.795 0.558 1.25 0.30 3.12
H -5.052 0.381 0.066 0.35 -0.03 1.05
O 3.593 0.151 0.033 0.72 -3.77 -1.00
H 3.195 0.800 0.506 -1.15 5.37 1.54
H 3.064 -0.444 0.586 0.57 -1.75 -0.71
O -2.399 1.400 3.064 -1.77 4.11 1.37
H -3.267 1.861 3.318 0.50 -2.20 -0.53
H -2.017 2.322 3.238 1.11 -2.02 -0.87
O -3.395 -2.559 -0.114 -1.64 -8.90 -0.72
H -2.942 -1.835 -0.032 3.91 6.90 0.71
H -2.653 -3.285 -0.108 -2.30 2.02 -0.01
O -1.841 0.190 -3.632 -0.11 -0.59 -0.21
H -2.462 0.898 -3.719 -0.25 1.33 0.28
H -2.368 -0.462 -4.101 0.33 -0.75 0.01
O 1.049 -3.351 1.563 -3.74 -6.95 1.33
H 1.535 -2.663 1.749 4.15 6.36 0.99
H 1.101 -3.806 2.475 -0.46 0.60 -2.30
```
Positions in Å, forces in eV/Å.

Atomic partial charges in e from the natural (NBO) method, atoms 1 to 8:
1 O -0.968
2 H 0.490
3 H 0.478
4 O -0.951
5 H 0.484
6 H 0.467
7 O -0.918
8 H 0.460

---

2.
A cluster of 12 separate species, H24O12 in total, computed with wB97M-V/def2-TZVPD.

The calculation puts the energy relative to the best compared isomer or geometry (same formula, charge and spin) at 2.9236 eV. As for the energy: -917.21792 hartree. As for the highest occupied orbital energy: -11.17 eV. Its net charge is 0.

```
36
Properties=species:S:1:pos:R:3:forces:R:3
O -0.092 -3.399 -4.339 -0.27 0.00 0.04
H 0.520 -2.838 -3.861 0.18 0.19 0.16
H 0.464 -3.935 -4.903 0.10 -0.16 -0.16
O -1.435 -6.252 0.214 -0.11 -0.18 0.11
H -0.620 -5.843 0.506 0.25 0.08 0.11
H -1.692 -5.749 -0.559 -0.12 0.11 -0.22
O 3.415 -0.924 -3.031 -0.27 0.05 0.01
H 3.935 -0.601 -3.766 0.10 0.10 -0.22
H 4.036 -1.419 -2.497 0.12 -0.16 0.20
O -3.130 4.633 0.981 -0.11 -0.20 -0.12
H -3.465 5.409 1.430 -0.15 0.21 0.10
H -2.215 4.574 1.255 0.27 -0.06 0.05
O -0.241 2.197 -3.318 -0.10 0.12 -0.20
H 0.254 1.383 -3.222 0.13 -0.26 0.01
H -0.092 2.666 -2.497 -0.02 0.12 0.22
O -4.867 0.598 1.572 0.12 -0.22 -0.09
H -5.461 0.704 2.314 -0.17 -0.03 0.17
H -4.499 1.470 1.431 0.10 0.30 -0.11
O -4.515 -2.617 -2.716 -0.16 -0.17 0.04
H -3.634 -2.716 -3.077 0.25 -0.07 -0.14
H -4.582 -1.688 -2.498 -0.06 0.24 0.09
O 0.084 3.765 5.216 0.00 0.17 0.15
H 0.343 3.809 4.296 0.16 0.04 -0.26
H -0.464 2.983 5.275 -0.14 -0.20 0.08
O 5.266 0.992 2.126 -0.18 -0.06 0.12
H 5.236 1.713 1.498 -0.03 0.19 -0.13
H 6.125 0.591 1.991 0.22 -0.14 0.01
O 1.365 4.256 0.866 -0.19 -0.16 0.19
H 2.063 4.041 0.247 0.20 -0.10 -0.13
H 1.119 5.155 0.648 -0.05 0.27 -0.04
O -0.079 -0.693 0.936 0.22 -0.15 -0.11
H 0.095 0.096 1.449 0.10 0.20 0.12
H -1.030 -0.796 0.967 -0.30 -0.08 -0.02
O 2.726 -4.159 1.480 0.08 -0.22 -0.16
H 2.274 -3.378 1.161 -0.16 0.26 -0.10
H 2.794 -4.027 2.426 0.03 0.01 0.24
```
Positions in Å, forces in eV/Å.

Atomic partial charges in e from the natural (NBO) method, atoms 1 to 8:
1 O -0.941
2 H 0.472
3 H 0.469
4 O -0.938
5 H 0.469
6 H 0.469
7 O -0.941
8 H 0.469

---

3.
A cluster of 12 separate species, H24O12 in total in a non-equilibrium geometry, computed with wB97M-V/def2-TZVPD.

The calculation puts the energy relative to the best compared isomer or geometry (same formula, charge and spin) at 3.6997 eV. As for the energy: -917.18940 hartree. As for the highest occupied orbital energy: -10.60 eV. Its net charge is 0.

```
36
Properties=species:S:1:pos:R:3:forces:R:3
O -0.041 0.407 -0.531 -0.35 -0.25 0.40
H -0.040 -0.554 -0.464 0.16 0.00 0.41
H -0.960 0.627 -0.722 -0.04 0.22 -0.21
O 2.281 -3.628 -1.541 0.80 -0.62 0.11
H 1.610 -3.216 -0.985 -0.10 -0.28 -0.88
H 2.268 -3.105 -2.351 -0.15 -0.18 0.28
O -3.409 -0.281 -0.748 1.03 -0.01 -0.36
H -3.071 -0.491 0.130 -0.26 0.16 0.03
H -2.649 -0.406 -1.328 -0.10 0.13 -0.29
O 2.469 -0.229 2.972 -0.24 -0.16 0.00
H 1.797 -0.123 3.653 0.07 0.05 -0.01
H 2.348 -1.134 2.661 0.18 0.11 0.09
O 1.986 3.625 1.274 -0.12 0.18 0.10
H 1.553 4.485 1.322 0.07 -0.06 -0.04
H 2.615 3.637 2.003 0.01 -0.13 -0.09
O -5.274 -1.007 0.611 -0.60 -0.44 0.58
H -5.348 -1.099 1.567 0.00 -0.01 -0.07
H -4.577 -1.627 0.369 -0.37 0.06 -0.11
O 0.855 2.561 -2.146 -0.12 0.43 0.03
H 0.276 3.189 -2.591 0.22 -0.10 -0.19
H 0.572 2.594 -1.225 0.38 -0.18 0.10
O -3.439 -0.181 2.709 0.27 0.07 0.12
H -3.846 0.623 3.049 -0.03 -0.05 -0.06
H -2.647 0.130 2.256 -0.03 0.05 0.14
O -1.936 1.887 -2.449 -0.11 0.18 0.01
H -1.627 2.564 -1.836 -0.05 -0.09 -0.09
H -2.737 2.265 -2.830 -0.10 -0.17 0.07
O 0.927 -2.726 0.521 -0.22 0.46 0.85
H 1.884 -2.651 0.616 0.17 -0.07 0.04
H 0.578 -2.264 1.291 -0.14 -0.10 -0.03
O 1.078 -1.540 -2.231 -0.39 0.52 -0.21
H 0.163 -1.285 -2.070 0.24 0.06 -0.51
H 1.593 -0.854 -1.791 -0.10 0.19 -0.21
O 5.091 0.181 0.536 -0.09 -0.19 -0.13
H 5.261 -0.758 0.399 0.06 0.09 0.02
H 4.396 0.388 -0.098 0.05 0.11 0.08
```
Positions in Å, forces in eV/Å.

Atomic partial charges in e from the natural (NBO) method, atoms 1 to 8:
1 O -0.946
2 H 0.464
3 H 0.475
4 O -0.977
5 H 0.477
6 H 0.483
7 O -0.915
8 H 0.458

---

4.
A cluster of 12 separate species, H24O12 in total in a non-equilibrium geometry, computed with wB97M-V/def2-TZVPD.

The calculation puts the energy relative to the best compared isomer or geometry (same formula, charge and spin) at 2.7271 eV. As for the energy: -917.22514 hartree. As for the highest occupied orbital energy: -10.00 eV. Its net charge is 0.

```
36
Properties=species:S:1:pos:R:3:forces:R:3
O 0.001 -1.773 1.685 -1.32 0.48 0.61
H 0.589 -2.355 2.108 0.72 -1.48 2.04
H 0.542 -1.706 0.933 0.80 0.72 -2.76
O -0.904 0.866 2.603 0.31 -0.12 0.28
H -1.498 1.482 2.174 -0.35 -0.01 0.16
H -0.332 0.590 1.862 -0.20 0.26 0.71
O 2.140 -1.103 -0.356 -0.55 -0.62 1.51
H 2.862 -0.966 0.269 0.40 -0.19 -0.05
H 2.317 -0.522 -1.084 0.40 0.32 -1.14
O 0.186 -0.019 -2.712 -0.58 -1.43 -0.88
H -0.613 0.361 -3.067 -0.22 0.22 -0.57
H 0.462 0.669 -2.148 0.84 1.44 1.08
O 2.977 0.800 -2.010 2.09 1.30 -0.57
H 3.724 0.861 -2.680 -1.53 -0.34 1.00
H 3.304 1.407 -1.307 -0.44 -0.50 -0.61
O -0.527 2.674 -1.334 -1.99 1.26 -1.55
H -1.519 2.742 -1.188 2.28 -0.45 0.27
H -0.024 2.217 -0.664 -0.57 -0.43 0.96
O -3.157 1.385 0.570 -0.44 1.97 1.22
H -2.644 2.217 0.644 -0.47 -0.92 -0.43
H -2.805 0.821 -0.109 0.83 0.28 -0.37
O -0.557 -2.558 -1.099 -0.63 1.66 -0.76
H -1.044 -1.673 -1.190 1.01 -2.14 0.40
H -0.827 -2.928 -0.262 -0.32 0.02 0.39
O -3.022 -1.046 1.960 -0.90 -0.17 -0.65
H -2.095 -0.858 1.832 0.57 0.21 0.39
H -3.064 -1.649 2.694 0.12 -0.31 0.36
O 3.994 -0.379 1.736 -1.67 -1.07 -0.66
H 3.503 0.416 1.861 -1.01 0.85 0.28
H 4.844 -0.093 1.944 2.64 0.32 0.50
O 0.275 0.807 0.306 -0.13 0.64 -0.20
H -0.380 0.214 -0.071 -0.30 -0.23 -0.30
H 1.074 0.286 0.296 0.83 -0.84 -0.21
O -2.310 -0.334 -1.144 -0.53 -0.45 1.20
H -2.245 -0.257 -2.071 0.18 0.21 -1.79
H -3.228 -0.599 -0.981 0.12 -0.44 0.14
```
Positions in Å, forces in eV/Å.

Atomic partial charges in e from the natural (NBO) method, atoms 1 to 8:
1 O -0.954
2 H 0.468
3 H 0.484
4 O -0.970
5 H 0.458
6 H 0.481
7 O -0.984
8 H 0.488

---

5.
A cluster of 12 separate species, H24O12 in total in a non-equilibrium geometry, computed with wB97M-V/def2-TZVPD.

The calculation puts the energy relative to the best compared isomer or geometry (same formula, charge and spin) at 2.3471 eV. As for the energy: -917.23910 hartree. As for the highest occupied orbital energy: -9.91 eV. Its net charge is 0.

```
36
Properties=species:S:1:pos:R:3:forces:R:3
O -8.562 -0.370 -18.473 -0.63 -0.31 -0.70
H -8.165 0.136 -17.758 -0.09 -0.58 0.63
H -9.174 -1.030 -18.088 0.73 0.81 0.01
O -7.483 2.898 -15.655 0.22 1.79 -0.06
H -7.195 3.828 -15.921 -0.17 -1.42 0.49
H -8.097 3.041 -14.926 -0.09 -0.03 -0.09
O -4.443 3.191 -19.229 1.10 1.27 1.76
H -5.344 2.938 -19.221 -1.90 -0.24 0.10
H -4.072 2.748 -19.949 1.01 -0.85 -1.73
O -6.185 5.417 -16.438 -2.84 0.56 1.61
H -6.682 6.252 -16.245 0.71 -1.15 -0.22
H -5.358 5.687 -16.747 2.14 0.49 -0.90
O -5.533 0.933 -16.239 -1.43 -1.12 -1.08
H -4.853 1.577 -16.197 1.02 0.61 0.68
H -5.622 0.347 -15.486 0.83 0.33 0.19
O -6.976 5.725 -19.103 -0.15 0.82 -1.03
H -6.866 6.412 -18.441 -0.01 -0.63 0.00
H -6.879 4.829 -18.747 0.06 0.37 0.59
O -7.796 3.557 -21.487 -0.83 0.75 -1.13
H -8.024 3.745 -20.577 0.13 0.23 0.19
H -8.429 4.165 -21.942 0.83 -0.70 0.46
O -9.333 2.179 -19.688 -0.49 0.29 2.22
H -9.288 1.532 -18.950 -0.32 0.08 -0.76
H -9.047 1.689 -20.436 0.60 -0.63 -1.33
O -7.096 3.189 -18.379 -0.29 0.65 -3.93
H -7.812 2.806 -18.964 0.73 0.31 0.77
H -7.181 2.817 -17.556 -0.47 -1.52 3.17
O -10.106 4.998 -20.327 -1.60 0.58 0.37
H -10.985 5.444 -20.222 1.25 -0.46 -0.27
H -10.188 4.242 -19.729 0.23 -0.16 -0.20
O -8.160 0.114 -15.783 0.10 0.58 -0.01
H -7.526 0.842 -15.651 -0.23 0.06 -0.24
H -8.062 -0.446 -15.022 -0.05 -0.48 0.47
O -6.307 1.102 -20.413 0.19 -0.29 0.34
H -5.416 1.089 -20.752 0.37 0.28 -1.02
H -6.094 0.693 -19.572 -0.66 -0.27 0.66
```
Positions in Å, forces in eV/Å.

Atomic partial charges in e from the natural (NBO) method, atoms 1 to 8:
1 O -0.974
2 H 0.496
3 H 0.483
4 O -0.999
5 H 0.518
6 H 0.481
7 O -0.957
8 H 0.495

---

6.
A cluster of 13 separate species, H25O13 in total in a non-equilibrium geometry, computed with wB97M-V/def2-TZVPD.

The calculation puts the energy relative to the best compared isomer or geometry (same formula, charge and spin) at 2.3401 eV. As for the energy: -993.15173 hartree. As for the highest occupied orbital energy: -6.75 eV. Its net charge is -1.

```
38
Properties=species:S:1:pos:R:3:forces:R:3
O 0.802 -4.117 -0.907 -0.07 0.06 -0.95
H -1.818 1.198 0.127 0.39 -0.23 0.42
H 0.337 -0.621 1.074 0.71 -0.77 1.68
O -1.760 -0.873 2.986 -0.74 0.72 1.27
H -1.162 -0.236 3.426 -0.55 -0.93 -0.68
H -1.542 1.340 1.682 -0.03 0.31 -1.94
O 0.548 -1.679 0.715 -0.08 1.50 -0.79
H 1.247 -1.442 0.075 -0.34 -0.19 0.18
O -3.941 0.767 -2.358 0.84 -0.12 -0.22
H -3.307 1.020 -1.676 -0.35 0.15 0.41
H -3.306 0.625 -3.076 -0.45 -0.06 -0.19
O 2.808 -3.219 1.013 0.35 -1.00 -0.77
H 0.027 -3.551 -0.794 0.21 -0.18 0.36
H 2.061 -2.850 0.514 0.34 -0.08 0.74
O -1.225 -1.007 -1.018 -0.07 0.33 0.37
H -2.130 -1.199 -0.735 0.37 -0.09 0.09
H -0.594 -1.221 -0.244 -0.89 -0.22 -0.92
O 0.407 0.487 1.842 -0.26 0.33 -0.57
H 0.286 0.457 2.790 0.57 -0.54 0.02
H 0.093 3.380 -1.126 0.02 0.07 0.98
O -1.731 1.844 0.838 -0.53 0.03 1.22
H 3.039 -2.636 1.724 -0.27 0.60 0.32
H 2.311 2.293 0.194 -0.89 -0.52 -0.02
O -0.360 4.125 -0.701 -0.22 0.73 -1.26
H -1.234 -1.406 2.403 0.76 -0.14 -0.39
H 1.024 3.514 2.903 0.73 0.18 0.09
O 3.245 1.362 -2.771 -0.17 -0.79 -0.83
H 2.413 1.050 -2.391 0.20 0.30 0.25
H 3.520 2.084 -2.225 0.00 0.53 0.58
O -1.998 -2.747 -3.230 -0.13 -0.11 -0.40
H -1.204 -2.202 -3.243 0.00 -0.02 0.28
H -0.264 4.083 0.245 0.21 -0.75 0.22
O 1.520 2.723 2.639 -1.39 0.83 0.36
H 0.736 2.183 2.371 1.07 -0.64 -0.55
H -2.695 -2.132 -2.983 0.04 0.01 0.09
O 1.577 1.871 -0.296 0.97 0.58 -0.88
H 1.193 1.208 0.283 -0.17 0.08 0.93
H 1.076 -4.476 -0.067 -0.18 0.06 0.49
```
Positions in Å, forces in eV/Å.

Atomic partial charges in e from the natural (NBO) method, atoms 1 to 8:
1 O -0.965
2 H 0.470
3 H 0.507
4 O -0.948
5 H 0.461
6 H 0.495
7 O -1.049
8 H 0.458